[1]
DFT (ωB97M-V/def2-TZVPD) results for a single C13H14FN3S2 molecule.

XYZ file:
```
33
Properties=species:S:1:pos:R:3:nbo_charge:R:1
C -1.695 -2.796 -0.483 -0.409
C -2.463 -1.819 -0.038 -0.170
C -2.987 -0.714 -0.901 -0.279
N -2.918 0.573 -0.258 -0.383
C -1.817 1.269 0.167 0.343
N -2.152 2.414 0.674 -0.257
N -3.499 2.474 0.580 -0.381
C -4.020 1.357 0.011 0.214
S -5.587 1.010 -0.309 -0.256
H -4.011 3.272 0.915 0.429
C -0.437 0.759 0.091 -0.565
H -0.300 0.124 -0.783 0.232
H 0.269 1.588 0.087 0.259
S -0.093 -0.279 1.573 0.212
C 1.272 -1.296 0.891 -0.531
C 2.410 -0.447 0.432 -0.075
C 2.728 -0.351 -0.918 -0.189
C 3.768 0.455 -1.344 -0.281
C 4.482 1.171 -0.401 0.400
C 4.184 1.101 0.949 -0.276
C 3.145 0.289 1.357 -0.173
H 2.888 0.226 2.404 0.222
H 4.761 1.675 1.656 0.233
F 5.496 1.960 -0.809 -0.322
H 4.027 0.534 -2.388 0.232
H 2.166 -0.920 -1.645 0.212
H 0.858 -1.906 0.087 0.225
H 1.560 -1.938 1.723 0.240
H -4.055 -0.876 -1.102 0.272
H -2.455 -0.678 -1.859 0.207
H -2.776 -1.783 0.996 0.217
H -1.367 -3.594 0.160 0.207
H -1.382 -2.850 -1.514 0.190
```

**Highest occupied orbital energy**: -8.04 eV
**Lowest unoccupied orbital energy**: 0.577 eV
**SMILES**: C=CCn1c(CSCc2ccc(F)cc2)n[nH]c1=S
**M**: 295.4 g/mol

***

[2]
DFT (ωB97M-V/def2-TZVPD) results for a molecular structure, C13H14FO7P2Ti in a non-equilibrium geometry.

XYZ file:
```
38
Properties=species:S:1:pos:R:3:nbo_charge:R:1
Ti -0.261 -0.483 0.722 1.821
C 2.578 2.304 0.939 -0.650
C 1.103 2.265 1.154 0.027
C 0.543 1.475 2.192 -0.220
C -0.869 1.189 2.238 -0.416
C -1.702 1.982 1.433 -0.138
C -1.134 2.864 0.489 -0.162
C 0.248 3.083 0.410 -0.146
H 2.799 2.864 0.029 0.233
H 2.949 1.250 0.869 0.261
H 3.007 2.829 1.773 0.251
H 1.165 1.048 2.948 0.269
H -1.316 0.538 3.033 0.292
H -2.735 1.849 1.476 0.241
H -1.798 3.316 -0.247 0.247
H 0.575 3.840 -0.323 0.250
O 2.494 -2.734 -1.294 -0.978
P 2.485 -1.894 0.056 2.537
O 3.866 -1.530 0.520 -1.037
O 1.390 -0.750 -0.089 -1.034
O 1.790 -3.011 1.027 -1.057
P 0.349 -2.807 1.736 2.572
O 0.019 -4.056 2.598 -0.950
O 0.369 -1.543 2.521 -1.076
O -0.648 -2.486 0.546 -1.017
H 3.343 -2.760 -1.733 0.535
H 0.215 -4.944 2.239 0.551
F -3.124 -0.403 -4.675 -0.290
C -2.410 -0.414 -3.523 0.462
C -2.877 -1.106 -2.399 -0.275
C -2.327 -0.963 -1.166 -0.148
C -1.194 -0.188 -0.971 -0.481
C -0.737 0.560 -2.101 -0.141
C -1.262 0.344 -3.352 -0.280
H -3.728 -1.757 -2.560 0.245
H -2.669 -1.577 -0.338 0.231
H 0.220 1.057 -1.970 0.221
H -0.717 0.750 -4.209 0.249
```

**Highest occupied orbital energy (alpha / beta)**: -12.51 / -12.51 eV
**Energy above the lowest of the compared OMol25 structures with the same formula, charge and spin**: 0.0 kcal/mol
**Lowest unoccupied orbital energy (alpha / beta)**: -5.229 / -5.229 eV
**M**: 411.1 g/mol
**Total charge**: +1

***

[3]
DFT (ωB97M-V/def2-TZVPD) results for a molecular structure, C13H14IN3OZr in a non-equilibrium geometry.

XYZ file:
```
33
Properties=species:S:1:pos:R:3:nbo_charge:R:1
C -4.809 1.233 -2.638 -0.600
C -4.099 2.432 -3.255 -0.607
H -4.709 0.345 -3.266 0.204
H -5.876 1.430 -2.494 0.229
H -4.383 0.982 -1.660 0.160
H -3.014 2.306 -3.243 0.178
H -4.409 2.569 -4.295 0.228
H -4.341 3.350 -2.713 0.212
C -0.150 -2.764 1.329 0.102
C 0.553 -3.933 1.537 -0.206
C 1.951 -3.895 1.510 -0.065
C 2.618 -2.706 1.238 -0.180
H -1.238 -2.702 1.377 0.254
H 0.000 -4.860 1.706 0.278
H 2.525 -4.807 1.678 0.271
H 3.702 -2.642 1.182 0.255
N 0.497 -1.617 0.996 -0.628
C 1.875 -1.554 0.963 0.176
C 2.464 -0.265 0.567 0.189
N 1.574 0.718 0.183 -0.651
C 2.006 1.989 -0.069 0.083
C 4.294 1.295 0.181 -0.070
C 3.358 2.296 -0.089 -0.202
H 1.208 2.717 -0.241 0.232
H 3.673 3.312 -0.308 0.277
C 3.840 0.020 0.519 -0.179
H 4.540 -0.783 0.758 0.254
H 5.367 1.514 0.143 0.276
Zr -0.553 0.176 0.433 2.104
I -2.765 -0.920 -0.742 -0.110
O -2.635 2.169 3.635 -0.372
C -1.900 1.589 2.923 0.933
N -1.165 1.006 2.155 -1.024
```

**Highest occupied orbital energy**: -15.86 eV
**Energy above the lowest of the compared OMol25 structures with the same formula, charge and spin**: 0.0 kcal/mol
**Lowest unoccupied orbital energy**: -8.750 eV
**M**: 446.4 g/mol
**Total charge**: +2

***

[4]
DFT (ωB97M-V/def2-TZVPD) results for a single C13H14N6O4 molecule in a non-equilibrium geometry.

XYZ file:
```
37
Properties=species:S:1:pos:R:3:nbo_charge:R:1
C -7.750 -1.605 0.037 -0.384
C -6.774 -0.730 -0.112 -0.186
C -5.386 -1.083 -0.553 -0.268
N -4.395 -0.530 0.348 -0.612
C -3.437 0.324 -0.077 0.802
O -3.330 0.696 -1.222 -0.643
N -2.612 0.764 0.966 -0.657
C -1.371 1.356 0.930 0.690
O -0.810 1.635 1.960 -0.578
C -0.758 1.643 -0.436 -0.188
H -1.285 1.101 -1.225 0.244
H -0.783 2.716 -0.632 0.225
O 0.619 1.284 -0.417 -0.460
C 0.852 0.042 0.008 0.756
O -0.018 -0.724 0.337 -0.559
C 2.298 -0.259 0.024 0.225
N 3.220 0.674 -0.199 -0.267
N 4.360 0.017 -0.077 -0.170
C 5.617 0.492 -0.197 0.277
C 6.619 -0.429 -0.016 -0.322
C 6.287 -1.766 0.272 0.091
N 5.064 -2.210 0.387 -0.409
C 4.090 -1.333 0.219 0.474
N 2.782 -1.483 0.277 -0.433
H 7.066 -2.502 0.415 0.201
H 7.651 -0.129 -0.095 0.233
C 5.785 1.934 -0.504 -0.654
H 5.296 2.166 -1.449 0.248
H 5.289 2.529 0.262 0.250
H 6.836 2.201 -0.557 0.229
H -2.887 0.517 1.910 0.406
H -4.409 -0.853 1.302 0.395
H -5.180 -0.643 -1.534 0.250
H -5.268 -2.169 -0.619 0.198
H -6.935 0.322 0.083 0.202
H -8.739 -1.310 0.342 0.203
H -7.603 -2.655 -0.156 0.191
```

**Highest occupied orbital energy**: -9.56 eV
**Energy above the lowest of the compared OMol25 structures with the same formula, charge and spin**: 0.0 kcal/mol
**Lowest unoccupied orbital energy**: -0.085 eV
**SMILES**: C=CCNC(=O)NC(=O)COC(=O)c1nc2nccc(C)n2n1
**M**: 318.3 g/mol

***

[5]
DFT (ωB97M-V/def2-TZVPD) results for a single C13H14O2 molecule in a non-equilibrium geometry.

XYZ file:
```
29
Properties=species:S:1:pos:R:3:nbo_charge:R:1
C -2.943 -0.405 -0.641 -0.057
C -2.027 -1.162 0.329 -0.422
C -1.302 -0.178 1.308 -0.423
C -0.247 0.617 0.611 -0.112
C -0.424 1.916 0.263 0.308
C 0.639 2.679 -0.337 -0.239
C 1.821 2.056 -0.657 -0.181
C 2.015 0.677 -0.365 -0.009
C 3.202 0.075 -0.702 -0.191
C 3.493 -1.213 -0.345 -0.231
C 2.500 -1.985 0.382 -0.199
C 1.248 -1.408 0.567 -0.215
C 1.001 -0.053 0.267 -0.054
H -3.211 -1.951 -1.834 0.466
H -2.365 0.271 -1.281 0.167
H -3.561 0.260 0.010 0.156
H -2.680 -1.827 0.864 0.213
H -1.342 -1.801 -0.261 0.201
H -0.872 -0.694 2.196 0.236
H -2.049 0.533 1.753 0.191
H -2.247 2.003 0.763 0.477
H 0.520 3.724 -0.535 0.225
H 2.615 2.597 -1.153 0.211
H 3.929 0.663 -1.311 0.207
H 4.444 -1.631 -0.656 0.215
H 2.729 -3.001 0.721 0.218
H 0.464 -2.113 0.921 0.214
O -3.798 -1.273 -1.375 -0.711
O -1.553 2.624 0.498 -0.663
```

**Highest occupied orbital energy**: -8.09 eV
**Energy above the lowest of the compared OMol25 structures with the same formula, charge and spin**: 7.8 kcal/mol
**Lowest unoccupied orbital energy**: 0.623 eV
**SMILES**: OCCCc1c(O)ccc2ccccc12
**M**: 202.3 g/mol

***

[6]
DFT (ωB97M-V/def2-TZVPD) results for a single C13H15BrN2O2 molecule in a non-equilibrium geometry.

XYZ file:
```
33
Properties=species:S:1:pos:R:3:nbo_charge:R:1
N 3.321 -2.436 1.588 -0.842
C 3.089 -0.975 1.261 -0.226
C 2.521 -0.775 -0.276 -0.437
C 2.780 0.784 -0.812 -0.417
C 1.323 1.454 -1.264 -0.432
C 0.675 2.243 0.019 -0.230
N -0.825 2.111 0.164 -0.536
C -1.287 1.396 1.437 0.687
O -0.948 1.680 2.702 -0.533
C -2.289 0.224 0.879 -0.130
C -2.989 -1.074 1.597 -0.171
C -3.968 -2.011 0.620 -0.221
C -4.232 -1.615 -0.975 -0.109
Br -5.401 -2.754 -2.147 0.090
C -3.535 -0.274 -1.685 -0.197
C -2.542 0.610 -0.714 -0.102
C -1.656 1.976 -1.092 0.694
O -1.695 2.728 -2.196 -0.531
H 2.535 -2.989 1.181 0.355
H 4.211 -2.724 1.097 0.354
H 4.065 -0.309 1.341 0.192
H 2.293 -0.548 2.029 0.195
H 3.003 -1.583 -1.000 0.211
H 1.353 -0.994 -0.218 0.197
H 3.511 0.699 -1.732 0.220
H 3.317 1.375 0.045 0.209
H 0.681 0.570 -1.683 0.223
H 1.575 2.234 -2.106 0.229
H 1.149 1.827 1.021 0.233
H 0.945 3.384 -0.086 0.224
H -2.783 -1.302 2.728 0.268
H -4.471 -2.968 1.087 0.257
H -3.725 0.037 -2.809 0.276
```

**Highest occupied orbital energy**: -9.22 eV
**Energy above the lowest of the compared OMol25 structures with the same formula, charge and spin**: 273.7 kcal/mol
**Lowest unoccupied orbital energy**: -1.695 eV
**SMILES**: NCCCCCN1C(=O)c2ccc(Br)cc2C1=O
**M**: 311.2 g/mol

***

[7]
DFT (ωB97M-V/def2-TZVPD) results for a single C13H15Cl2N2O6P molecule in a non-equilibrium geometry.

XYZ file:
```
39
Properties=species:S:1:pos:R:3:nbo_charge:R:1
C -0.720 2.971 -2.477 -0.646
C 0.419 2.055 -2.882 -0.057
H 0.049 1.040 -3.056 0.197
H 0.910 2.422 -3.789 0.188
O 1.458 1.985 -1.909 -0.809
P 1.235 2.049 -0.333 2.363
O 0.830 3.336 0.234 -1.076
O 2.642 1.514 0.208 -0.815
C 3.628 2.489 0.551 -0.072
C 4.306 3.048 -0.685 -0.635
H 3.569 3.569 -1.291 0.220
H 4.736 2.243 -1.274 0.216
H 5.090 3.743 -0.395 0.218
H 4.342 1.965 1.193 0.188
H 3.147 3.297 1.113 0.201
C 0.163 0.638 0.117 -0.214
N -0.132 -0.165 -0.813 -0.057
O -0.948 -1.253 -0.526 -0.370
C -0.706 -1.995 0.580 0.786
O 0.227 -1.804 1.314 -0.567
C -1.723 -3.061 0.704 -0.234
C -2.987 -2.877 0.141 -0.069
C -3.975 -3.828 0.279 -0.263
C -3.700 -4.992 0.988 -0.007
C -2.454 -5.203 1.555 -0.261
C -1.468 -4.236 1.419 0.028
Cl 0.065 -4.537 2.120 0.061
H -2.245 -6.108 2.102 0.244
Cl -4.918 -6.190 1.167 0.034
H -4.951 -3.675 -0.152 0.234
H -3.187 -1.963 -0.394 0.234
C -0.397 0.664 1.511 0.633
O -1.584 0.528 1.715 -0.593
N 0.526 0.923 2.449 -0.788
H 1.505 0.910 2.219 0.410
H 0.247 0.916 3.417 0.412
H -0.341 3.961 -2.238 0.228
H -1.439 3.045 -3.289 0.222
H -1.218 2.576 -1.594 0.213
```

**Highest occupied orbital energy**: -9.58 eV
**Energy above the lowest of the compared OMol25 structures with the same formula, charge and spin**: 5.2 kcal/mol
**Lowest unoccupied orbital energy**: -0.231 eV
**SMILES**: CCOP(=O)(OCC)/C(=N/OC(=O)c1ccc(Cl)cc1Cl)C(N)=O
**M**: 397.2 g/mol